Entry 1:
This record from the OMol25 dataset describes an isolated molecule of C7H8O at a distorted geometry. The level of theory is wB97M-V/def2-TZVPD.

- relative energy (zero: lowest compared OMol25 entry of this formula, charge and spin) (kJ/mol) = 396.51
- multiplicity = 1
- HOMO-LUMO gap (eV) = 9.841
- LUMO energy (eV) = 0.98
- HOMO (eV) = -8.86
- SMILES string = O=C1[C@@H]2C=C[C@H]1CC2
- max |F| (eV Å⁻¹) = 8.57
- net charge = 0

```
16
Properties=species:S:1:pos:R:3:mulliken_charge:R:1
O 1.6213 -1.4500 1.2910 -0.614
C 0.8335 -0.7516 0.6812 0.066
C -0.3599 -0.1363 1.2423 0.253
C -1.2679 -1.0342 0.3042 -0.675
C -0.5680 -1.1014 -0.8897 -0.354
C 0.7337 -0.2848 -0.9218 0.116
C 0.5506 1.0509 -0.8962 -0.801
C -0.1379 1.1372 0.5487 -0.768
H -0.5715 -0.2201 2.3697 0.404
H -2.2733 -1.6249 0.6711 0.249
H -0.8804 -1.3823 -1.9417 0.365
H 1.4935 -0.6876 -1.6245 0.396
H 1.3773 1.6232 -0.8872 0.402
H -0.1895 1.5826 -1.6145 0.249
H 0.7232 1.6260 1.1456 0.294
H -1.0846 1.6535 0.5219 0.419
```

---

Entry 2:
This record from the OMol25 dataset describes a cluster of 2 separate species, CH6NO in total at a distorted geometry. The level of theory is wB97M-V/def2-TZVPD.

- relative energy (zero: lowest compared OMol25 entry of this formula, charge and spin) (kJ/mol) = 75.64
- multiplicity = 1
- HOMO-LUMO gap (eV) = 9.597
- LUMO energy (eV) = -5.95
- HOMO (eV) = -15.55
- max |F| (eV Å⁻¹) = 3.07
- net charge = +1

```
9
Properties=species:S:1:pos:R:3:mulliken_charge:R:1
C 1.9757 0.4116 -0.4269 -0.009
N 0.7107 0.2221 -0.1583 -0.168
H 2.3326 0.5041 -1.5267 0.264
H 2.6195 0.8637 0.3203 0.285
H 0.3158 0.2849 0.8344 0.301
H 0.0407 -0.1401 -0.9093 0.303
H -2.9829 -0.1172 1.0505 0.340
H -2.7571 -1.3672 0.1555 0.338
O -2.2551 -0.6619 0.6604 -0.655
```

---

Entry 3:
This record from the OMol25 dataset describes a cluster of 2 separate species, C7H14N8 in total at a distorted geometry. The level of theory is wB97M-V/def2-TZVPD.

- relative energy (zero: lowest compared OMol25 entry of this formula, charge and spin) (kJ/mol) = 88.86
- multiplicity = 1
- HOMO-LUMO gap (eV) = 6.494
- LUMO energy (eV) = -10.77
- HOMO (eV) = -17.27
- max |F| (eV Å⁻¹) = 4.45
- net charge = +2

```
29
Properties=species:S:1:pos:R:3:mulliken_charge:R:1
C -2.2039 0.7975 -1.9340 0.485
C 2.1465 0.8132 0.9894 0.377
C -2.8667 2.0313 -2.3792 -0.972
C 2.8534 1.7598 0.1013 -0.881
C 0.0247 -2.0040 -2.1119 -0.715
C 1.0148 -0.8948 3.7958 -0.720
C -1.4056 -1.2913 0.6162 -0.019
N -1.2915 0.0350 -2.6345 -0.573
N 2.2969 0.4508 2.2559 -0.821
N -2.2909 0.3457 -0.7108 -0.825
N 1.0303 0.2744 0.4658 -0.412
N -0.7961 -0.8217 -1.8739 0.833
N 1.2503 -0.3089 2.4926 0.515
N -1.4812 -0.6367 -0.5193 0.845
N 0.5336 -0.4028 1.3919 0.235
H -3.6645 1.7413 -3.0668 0.322
H -3.3532 2.4540 -1.5701 0.357
H -2.2158 2.7623 -2.8945 0.344
H 2.9440 1.3047 -0.9433 0.286
H 2.3443 2.6832 0.0795 0.267
H 3.9487 1.8691 0.5376 0.330
H 0.9194 -1.9521 -1.5172 0.336
H -0.5728 -2.9090 -1.9154 0.362
H 0.2845 -1.8786 -3.2344 0.338
H 1.5067 -0.2575 4.4941 0.329
H 0.0693 -1.1805 4.0888 0.335
H 1.6256 -1.8197 3.8592 0.349
H -1.9072 -0.7662 1.4149 0.344
H -0.7435 -2.1984 0.7224 0.348
```

---

Entry 4:
This record from the OMol25 dataset describes a structure of composition C2H3N3O at a distorted geometry. The level of theory is wB97M-V/def2-TZVPD.

- relative energy (zero: lowest compared OMol25 entry of this formula, charge and spin) (kJ/mol) = 401.75
- multiplicity = 1
- HOMO-LUMO gap (eV) = 8.901
- LUMO energy (eV) = 0.15
- HOMO (eV) = -8.75
- max |F| (eV Å⁻¹) = 1.90
- net charge = 0

```
9
Properties=species:S:1:pos:R:3:mulliken_charge:R:1
O 0.2441 1.8678 -1.1039 -0.478
C 0.0698 0.7895 -0.3309 0.524
N -0.0418 -0.4302 -0.8240 -0.403
N -0.3579 -1.2570 0.1295 -0.244
C -0.2352 -0.1538 1.6319 -0.077
N 0.0441 0.9160 1.0057 -0.303
H 0.1259 1.5808 -2.0199 0.362
H -0.1924 -2.2300 -0.1680 0.258
H 0.3434 -1.0831 1.6795 0.360
```

---

Entry 5:
This record from the OMol25 dataset describes an isolated molecule of C18H25N3O2. The level of theory is wB97M-V/def2-TZVPD.

- relative energy (zero: lowest compared OMol25 entry of this formula, charge and spin) (kJ/mol) = 288.00
- multiplicity = 1
- HOMO-LUMO gap (eV) = 8.140
- LUMO energy (eV) = 0.79
- HOMO (eV) = -7.35
- SMILES string = COc1ccc(OC)c2c(C)cc(N3CCCN(C)CC3)nc12
- max |F| (eV Å⁻¹) = 0.67
- net charge = 0

```
48
Properties=species:S:1:pos:R:3:mulliken_charge:R:1
C -0.0737 -3.3808 -0.5436 -0.258
O -1.2001 -3.1545 0.2798 -0.540
C -1.8741 -1.9682 0.1104 0.144
C -3.2351 -2.0413 -0.0395 -0.761
C -4.0206 -0.8947 -0.1585 -0.699
C -3.4495 0.3565 -0.1419 1.285
O -4.1783 1.5071 -0.2750 -0.413
C -5.5704 1.4120 -0.4328 -1.018
C -2.0430 0.4885 0.0319 0.866
C -1.3487 1.7321 0.1153 0.714
C -2.0387 3.0531 -0.0177 -1.748
C 0.0003 1.7280 0.3427 -0.320
C 0.7047 0.5065 0.4836 0.581
N 2.0411 0.4614 0.7397 0.231
C 2.6400 -0.8049 1.0960 -1.154
C 3.3498 -1.4672 -0.0888 -0.377
C 4.7132 -0.8294 -0.3889 -1.374
N 4.7155 0.5942 -0.6423 0.290
C 4.0976 0.9874 -1.8879 -0.882
C 4.3544 1.4136 0.4887 -1.411
C 2.8511 1.6587 0.7399 -0.681
N 0.0767 -0.6500 0.3820 -0.352
C -1.2496 -0.6894 0.1712 -0.858
H 0.3622 -4.3173 -0.1988 0.251
H -0.3783 -3.4866 -1.5920 0.285
H 0.6501 -2.5716 -0.4534 -0.164
H -3.7022 -3.0140 -0.0569 0.459
H -5.0849 -1.0184 -0.2731 0.389
H -5.9248 2.4390 -0.5158 0.238
H -5.8394 0.8639 -1.3419 0.374
H -6.0452 0.9361 0.4316 0.371
H -2.7920 3.1688 0.7579 0.296
H -2.5443 3.1241 -0.9777 0.303
H -1.3187 3.8651 0.0651 0.364
H 0.5142 2.6705 0.4417 0.356
H 3.3412 -0.6539 1.9221 0.424
H 1.8285 -1.4508 1.4373 0.641
H 2.7041 -1.3958 -0.9651 0.416
H 3.5039 -2.5251 0.1292 0.414
H 5.1522 -1.3169 -1.2643 0.411
H 5.3823 -1.0064 0.4599 0.391
H 4.5730 0.4379 -2.7002 0.291
H 4.2743 2.0517 -2.0437 0.285
H 3.0156 0.8026 -1.9325 0.270
H 4.8034 2.4037 0.3385 0.401
H 4.8194 0.9773 1.3747 0.383
H 2.4880 2.3209 -0.0505 0.573
H 2.7582 2.1914 1.6993 0.313
```

---

Entry 6:
This record from the OMol25 dataset describes a cluster of 5 separate species, C18H30Cl10FNO4S in total at a distorted geometry. The level of theory is wB97M-V/def2-TZVPD.

- multiplicity = 1
- HOMO-LUMO gap (eV) = 10.510
- LUMO energy (eV) = 0.24
- HOMO (eV) = -10.27
- SMILES string = CC[C@H](Cl)[C@@]1(F)[C@@H](S(C)(=O)=O)C(=O)N[C@@]1(CC(=O)Cl)[C@@H](C)CC.ClCCl.ClCCl.ClCCl.ClCCl
- max |F| (eV Å⁻¹) = 3.84
- net charge = 0

```
65
Properties=species:S:1:pos:R:3:mulliken_charge:R:1
C -1.2292 3.8104 0.6502 -1.361
C -1.9452 2.8241 -0.3124 -0.551
C -2.0274 1.3326 0.1658 0.410
Cl -1.6137 1.2819 1.9437 -0.117
C -1.3073 0.2769 -0.6926 0.005
F -2.4330 -0.3108 -1.3799 -0.464
C -0.5017 0.5862 -1.9844 -0.581
S 0.9371 1.6633 -2.1101 1.570
C 2.5207 0.7646 -2.1723 -0.765
O 1.0491 2.7275 -1.1384 -0.571
O 0.8254 2.2671 -3.4182 -0.797
C -0.2843 -0.9307 -2.4209 -0.562
O 0.0584 -1.2470 -3.4910 -0.597
N -0.5208 -1.7640 -1.3484 -0.055
C -0.6265 -0.9784 -0.0666 1.146
C -1.3714 -1.8013 0.9988 -0.917
C -2.8994 -1.7710 0.9609 0.234
O -3.6130 -1.0945 1.5587 -0.394
Cl -3.6410 -3.0105 -0.1443 -0.238
C 0.9072 -0.8718 0.3178 0.514
C 1.3219 0.4354 1.0510 -1.369
C 1.3868 -2.0468 1.2351 -0.047
C 2.9333 -1.9610 1.4285 -1.430
H -1.1405 4.7465 0.0736 0.447
H -0.2062 3.5091 0.8822 0.213
H -1.8319 4.0557 1.5258 0.346
H -1.5159 2.9515 -1.3104 0.341
H -2.9716 3.2129 -0.3702 0.466
H -3.0925 1.0843 0.1525 -0.092
H -1.2177 1.0155 -2.6930 0.815
H 2.9733 0.8362 -1.1810 0.270
H 2.3149 -0.2954 -2.3742 -0.130
H 3.1315 1.1440 -2.9909 0.600
H 0.1097 -2.5577 -1.3101 0.455
H -1.1011 -2.8559 0.8960 0.483
H -1.0919 -1.4142 1.9821 0.521
H 1.5628 -0.9606 -0.5573 -0.034
H 2.3882 0.6493 0.9344 0.539
H 1.1986 0.2549 2.1323 0.394
H 0.7282 1.3199 0.8259 -0.273
H 0.9713 -1.8467 2.2290 0.299
H 1.0730 -3.0217 0.8439 0.050
H 3.3221 -2.9361 1.7313 0.405
H 3.1492 -1.2261 2.2103 0.324
H 3.3709 -1.5895 0.4919 0.298
Cl 2.8482 6.1553 1.4067 -0.179
C 2.9703 4.5161 0.7550 -0.021
Cl 2.5670 3.3007 1.9758 -0.144
H 2.2803 4.4142 -0.0751 0.023
H 3.9880 4.3480 0.4190 0.362
Cl -5.6896 1.3635 0.0335 -0.141
C -6.0367 1.4062 1.7662 -0.100
Cl -5.3561 2.8473 2.5252 -0.161
H -7.1117 1.4088 1.9100 0.353
H -5.5998 0.5262 2.2272 0.095
Cl 2.9535 -3.4817 -3.7657 -0.166
C 3.0311 -2.0268 -4.7682 0.172
Cl 4.5807 -1.1914 -4.5814 -0.173
H 2.9094 -2.3121 -5.8071 0.332
H 2.2316 -1.3561 -4.4712 -0.121
Cl 0.1977 -5.3219 1.6811 -0.106
C -0.2026 -5.3412 3.4055 -0.311
Cl 0.4591 -3.9366 4.2489 -0.133
H -1.2820 -5.3361 3.5120 0.265
H 0.2113 -6.2407 3.8476 0.354
```

---

Question: The highest max |F| belongs to which entry?
Answer: C7H8O

---

Question: Which formula does entry 1 have?
Answer: C7H8O